*A*
ORCA calculation (ωB97M-V/def2-TZVPD) on H5NO2P2 in the gas phase.

Highest occupied orbital energy: -8.620 eV
SMILES string: NP(O)OP

Cartesian coordinates (Å):
O -1.52300 -1.11623 0.76839
P 2.22791 -0.33826 0.14742
H 2.46144 0.58911 -0.89160
P -0.90976 -0.64759 -0.64699
H 1.70165 0.68735 0.95507
H -1.59370 1.26990 0.41845
H -0.75087 1.64417 -0.98601
H -1.60802 -2.06622 0.86829
O 0.87117 -1.00405 -0.39830
N -0.87682 0.98181 -0.23472

=====

*B*
ORCA calculation (ωB97M-V/def2-TZVPD) on 2 unconnected molecules or ions with the total composition H5NO2P2.

Highest occupied orbital energy (alpha / beta): -7.283 / -8.146 eV

Cartesian coordinates (Å):
H 0.43563 2.69765 0.92074
P 1.05546 2.32601 -0.33861
H -1.16416 -0.30833 0.41668
O 1.34608 0.78650 0.19551
H -2.69324 -0.74059 0.94312
O 2.10029 -1.52402 -0.66930
H 1.80393 -1.42801 -1.60546
H -2.21928 -0.77560 -0.66025
N -2.13234 -0.29656 0.20906
P 1.46763 -0.73705 0.58853

=====

Stability check: which of them is least stable? *B*.